A 2-piece molecular cluster, C7H17NOS overall, computed with ωB97M-V/def2-TZVPD.

Calculated values
HOMO level: -0.2935 Eh
orbital gap: 8.7 eV
LUMO energy: 0.718 eV
max |F|: 0.09845 Eh/bohr
relative energy (zero: lowest compared OMol25 entry of this formula, charge and spin): 4.8702 eV

ORCA input file:
```
! wB97M-V def2-TZVPD RIJCOSX def2/J DEFGRID3
* xyz 0 1
H 1.86 1.75 -2.19
H 2.88 0.02 1.41
O -3.39 -1.65 0.04
H 0.25 -2.52 -1.69
C 1.97 -0.17 2.07
H 1.58 2.50 -0.58
C -0.64 -2.22 -0.97
H -1.29 -1.58 -1.69
H 0.85 -0.04 -2.07
H -2.52 1.74 -0.26
C -2.57 0.87 -0.83
H 2.00 0.33 3.13
H 0.49 1.47 1.43
H -0.31 0.04 1.99
H 2.03 -1.19 2.14
H 2.83 1.29 -0.91
H -3.48 0.71 -1.38
H 0.00 -1.86 0.95
C 1.86 1.50 -1.19
C 0.91 0.33 -1.08
H -1.20 -3.20 -0.69
H -1.73 0.41 -1.18
H -4.10 0.24 1.07
C 0.61 0.34 1.51
S -2.85 -0.45 0.66
C 0.39 -0.12 0.09
N -0.37 -1.32 0.17
*
```

The molecule C7H17NSi, computed with ωB97M-V/def2-TZVPD.

Calculated values
HOMO level (alpha / beta): -0.3390 / -0.2505 Eh
orbital gap (alpha / beta): 10.1 / 6.1 eV
LUMO energy (alpha / beta): 0.840 / -0.754 eV
max |F|: 0.06176 Eh/bohr
relative energy (zero: lowest compared OMol25 entry of this formula, charge and spin): 5.1569 eV

ORCA input file:
```
! wB97M-V def2-TZVPD RIJCOSX def2/J DEFGRID3
* xyz 0 1
C -0.41 -0.78 -2.00
C 1.89 0.07 -1.31
H -0.37 2.04 -1.65
H -2.09 2.27 -0.36
H 2.24 0.85 -1.94
H -0.53 0.29 3.16
H -1.96 0.43 -0.22
C -0.16 1.49 -0.80
H -2.45 1.10 1.87
H 2.27 -0.99 -1.53
H -0.39 -1.61 -1.28
H -0.92 2.35 1.90
H 1.55 -2.10 0.42
H 1.24 -2.28 2.64
H 2.41 0.30 -0.42
H 0.74 0.64 2.06
N -0.48 -0.90 1.36
C -1.49 1.37 -0.03
C -0.37 0.38 2.07
H -0.06 -1.02 -2.99
C -1.39 1.39 1.48
C 0.36 0.19 -1.26
H -0.18 -3.61 1.31
H -1.37 -0.33 -2.10
Si 0.53 -2.28 1.40
H 0.61 1.95 -0.24
*
```

C7H18BF4I2InOP2 as an isolated structure, computed with ωB97M-V/def2-TZVPD.

Calculated values
HOMO level (alpha / beta): -0.5916 / -0.5917 Eh
orbital gap (alpha / beta): 3.7 / 4.7 eV
LUMO energy (alpha / beta): -12.400 / -11.423 eV
max |F|: 0.11452 Eh/bohr

ORCA input file:
```
! wB97M-V def2-TZVPD RIJCOSX def2/J DEFGRID3
* xyz 2 1
H 1.72 -1.29 1.38
H 3.38 -1.54 0.67
H -3.60 1.25 1.23
C -2.33 -1.34 0.51
C -2.65 1.47 0.70
P 2.22 0.16 -0.51
H -1.81 1.53 1.44
I -0.01 -0.55 -4.95
H -1.59 -1.27 1.32
In -0.02 0.29 -1.96
F 1.32 0.30 3.93
H -3.35 -1.44 0.88
H 2.42 2.45 0.30
B 0.06 0.19 3.33
H 1.87 -2.21 -0.10
C 2.31 -1.37 0.46
H -3.79 -0.87 -2.04
O 0.02 -3.36 -3.62
F -0.20 1.48 2.71
H 3.85 -0.76 -2.08
H 4.66 0.12 -0.76
F 0.09 -0.88 2.36
H 3.63 1.35 1.09
C 3.79 0.13 -1.43
F -0.95 -0.07 4.26
H 1.89 1.38 1.59
P -2.24 0.17 -0.51
C -3.80 0.05 -1.45
H -2.73 2.44 0.20
C 0.00 -2.26 -3.21
H -3.88 0.94 -2.08
I 0.00 3.15 -1.49
H -4.68 0.05 -0.79
H -2.08 -2.21 -0.10
C 2.59 1.46 0.73
H 3.89 1.06 -2.02
*
```

The molecule C7H18BN2O3P, computed with ωB97M-V/def2-TZVPD.

Calculated values
HOMO level: -0.3033 Eh
orbital gap: 8.6 eV
LUMO energy: 0.306 eV
max |F|: 0.03810 Eh/bohr
relative energy (zero: lowest compared OMol25 entry of this formula, charge and spin): 0.0000 eV

ORCA input file:
```
! wB97M-V def2-TZVPD RIJCOSX def2/J DEFGRID3
* xyz 0 1
P -2.11 -2.00 0.21
H -2.41 1.43 1.45
H 3.23 -0.63 1.48
C -0.66 -0.06 -1.04
O -1.45 1.39 1.51
B -0.81 1.94 0.41
C -3.28 -1.84 -1.19
N -0.05 1.13 -0.58
C 4.02 -0.69 0.73
C 3.57 -0.19 -0.65
H -4.22 -1.41 -0.83
H 4.06 -0.80 -1.42
O -1.00 -0.20 -2.19
H -3.70 -0.43 1.41
H -2.20 -0.82 2.30
H -3.47 -2.03 2.12
H 1.35 0.64 0.99
H -0.33 3.66 -0.59
H -2.94 -1.23 -2.02
C 1.34 0.86 -0.09
H 1.84 -0.11 -1.92
H 4.39 -1.71 0.68
H 4.86 -0.09 1.11
H -3.49 -2.85 -1.54
H 1.90 1.78 -0.23
H 1.70 -1.23 -0.56
H 3.92 0.84 -0.80
C 2.05 -0.24 -0.86
H -1.65 3.86 0.39
O -0.72 -1.12 -0.16
C -2.96 -1.21 1.62
N -0.78 3.36 0.26
*
```

C7H18ClIN2O2PPd as an isolated structure, computed with ωB97M-V/def2-TZVPD.

Calculated values
HOMO level (alpha / beta): -0.6918 / -0.6810 Eh
orbital gap (alpha / beta): 6.6 / 3.3 eV
LUMO energy (alpha / beta): -12.204 / -15.237 eV
expectation value of S²: 6.073
max |F|: 0.10548 Eh/bohr

ORCA input file:
```
! wB97M-V def2-TZVPD RIJCOSX def2/J DEFGRID3
* xyz 3 5
I 3.32 2.55 -0.93
P -0.55 0.33 -2.16
H 0.90 1.82 2.07
H 0.74 0.70 -4.14
C -1.59 1.79 -2.62
C 1.58 0.80 0.32
N 0.07 -0.43 4.23
H 0.66 -2.22 -1.30
O -0.85 -0.25 2.20
C -0.01 0.19 3.06
H 2.01 -1.02 -1.40
H -1.39 -1.92 3.85
O 2.42 0.35 1.01
H 1.71 -0.14 -2.91
Pd -0.89 0.02 0.01
C 1.19 -1.43 -0.82
H -0.52 -1.97 -2.94
H 1.51 1.40 3.63
N 0.77 1.27 2.93
H -1.56 -1.07 5.41
H 1.49 -1.73 0.18
H 1.47 1.59 -2.77
H -2.60 1.69 -2.22
H -1.13 2.69 -2.19
H -2.19 -1.37 -2.74
Cl -3.15 -0.38 -0.49
H 0.73 -0.11 4.92
H -1.22 -0.88 -4.18
C 0.98 0.65 -3.07
H -0.23 -2.24 5.18
C -0.84 -1.48 4.69
C -1.19 -1.11 -3.10
H -1.62 1.91 -3.71
*
```

C7H18CuO9 as an isolated structure, computed with ωB97M-V/def2-TZVPD.

Calculated values
HOMO level: -0.0967 Eh
orbital gap: 4.7 eV
LUMO energy: 2.102 eV
max |F|: 0.08054 Eh/bohr
relative energy (zero: lowest compared OMol25 entry of this formula, charge and spin): 1.3559 eV

ORCA input file:
```
! wB97M-V def2-TZVPD RIJCOSX def2/J DEFGRID3
* xyz -1 1
C -1.93 2.60 0.43
O -1.05 -1.12 4.04
O -0.85 2.34 2.57
O -0.92 -0.23 2.03
O 0.72 -2.33 -2.35
O -1.75 1.26 0.00
H 0.12 2.52 0.90
O 0.15 -2.16 2.45
H -0.32 -3.54 -1.20
H -1.87 3.20 -0.49
C -0.75 3.03 1.36
H -2.08 -0.74 -0.79
H -0.64 -3.82 -2.95
H 2.79 0.10 -1.33
H 3.71 0.98 0.71
C 2.34 0.92 -0.76
Cu 0.48 -1.20 0.36
H 0.73 0.84 -1.93
C -0.48 -3.07 -2.17
H -2.84 2.62 1.03
H -2.64 -2.66 -2.28
O -1.71 -1.64 -0.79
H -0.55 4.09 1.53
C -0.69 -1.26 2.83
H -1.71 0.62 0.75
H 3.66 -1.05 0.73
H -1.51 -1.38 -2.87
H 2.12 1.10 1.50
H -0.73 1.36 2.40
H 2.71 1.89 -1.12
H 0.81 -1.74 -3.09
C 2.67 0.65 0.68
C -1.69 -2.16 -2.12
O 0.95 0.76 -1.00
O 2.76 -0.77 0.94
*
```